35
Properties=species:S:1:pos:R:3:forces:R:3 method="wB97M-V/def2-TZVPD" e_homo_ev=-9.71 orbital_gap_ev=9.9 charge=0 smiles="NC(N)=O.NC(N)=O.NC(N)=O.NC(N)=O.O"
N -2.0287 3.5145 -11.7293 0.36 0.48 -0.69
C -2.1971 4.4378 -12.7217 -0.45 0.18 0.53
N -1.6003 5.6370 -12.4072 -0.42 -0.31 -1.00
O -2.8745 4.2094 -13.7193 0.50 0.31 0.04
H -2.5088 2.6412 -11.8190 0.20 -0.06 0.28
H -1.6434 3.8905 -10.8856 -0.15 -0.78 0.57
H -1.0104 5.7354 -11.6068 -0.04 0.09 0.16
H -2.0058 6.4550 -12.8254 0.19 0.10 -0.07
N -2.2665 8.1981 -14.8446 -0.27 0.45 0.06
C -2.8976 8.4862 -13.6825 -1.20 -0.88 1.33
N -2.1268 9.2021 -12.7992 0.62 0.16 -0.86
O -3.9841 8.0344 -13.3251 0.57 0.00 -0.57
H -2.6729 7.5488 -15.4966 0.10 0.08 -0.16
H -1.4669 8.7542 -15.0754 0.20 -0.39 -0.44
H -2.4615 9.3887 -11.8742 -0.22 0.31 -0.14
H -1.4285 9.7634 -13.2535 0.25 0.31 0.79
N -3.1822 2.2140 -9.3296 -1.28 0.08 -0.53
C -2.4577 2.4516 -8.2106 3.18 -0.12 -1.17
N -1.9211 1.2983 -7.6852 -0.19 -0.29 1.04
O -1.9644 3.5459 -7.9518 -1.39 -0.20 0.55
H -3.4900 1.2958 -9.5890 -0.15 -0.06 0.26
H -3.6131 2.9809 -9.8172 0.07 0.10 0.21
H -2.0732 0.3686 -8.0261 -0.40 0.08 -0.16
H -1.3883 1.3482 -6.8353 0.03 0.33 -0.09
N -3.6034 0.3556 -14.3948 0.09 0.25 -0.56
C -3.7917 0.1009 -15.7306 1.22 1.11 -0.28
N -3.9375 -1.2119 -16.0133 -0.48 0.04 -0.70
O -3.6720 0.9584 -16.6016 -0.33 -0.58 0.63
H -4.0149 -0.2668 -13.7295 0.13 0.29 0.43
H -3.2316 1.2725 -14.2015 -0.43 -0.01 0.40
H -4.2037 -1.3594 -16.9741 -0.04 -0.63 0.28
H -3.9911 -1.8864 -15.2778 -0.15 -0.37 -0.27
O -1.7041 5.5426 -16.1242 -0.13 0.03 0.00
H -2.2230 5.1302 -15.4125 0.07 -0.12 0.11
H -1.6313 4.8583 -16.7965 -0.06 0.02 0.02